Entry 1:
# C4H9NO2

An isolated molecule of C4H9NO2 in a non-equilibrium geometry (wB97M-V/def2-TZVPD, OMol25).

Properties
orbital gap	10.990	eV
M	103.121	g mol⁻¹
HOMO	-10.1	eV
SMILES	C[C@@H](CO)NC=O

Geometry as ORCA input:
```
! wB97M-V def2-TZVPD RIJCOSX def2/J DEFGRID3
* xyz 0 1
C -1.1314 1.5382 -0.1491
C -0.2479 0.3903 0.3067
C -0.8890 -0.9627 0.0205
O -0.3113 -2.0094 0.7350
N 0.9622 0.3551 -0.5289
C 2.0681 -0.2990 -0.0137
O 2.1244 -0.8701 1.0610
H -0.6068 2.4940 -0.0790
H -2.0404 1.5846 0.4583
H -1.4244 1.3898 -1.1954
H 0.0323 0.5085 1.3612
H -1.9685 -0.9896 0.1735
H -0.7222 -1.0545 -1.1125
H 0.5874 -1.7409 1.0063
H 0.6075 -0.1056 -1.3933
H 2.9599 -0.2286 -0.6505
*
```

***

Entry 2:
# C6H11O

A 2-piece molecular cluster, C6H11O overall (wB97M-V/def2-TZVPD, OMol25).

Properties
orbital gap	6.782	eV
M	99.153	g mol⁻¹
HOMO	-2.7	eV

Geometry as ORCA input:
```
! wB97M-V def2-TZVPD RIJCOSX def2/J DEFGRID3
* xyz -1 1
C -0.0100 1.8576 2.7219
C 0.3516 1.3508 1.5427
C 1.4528 1.9133 0.7608
C 1.7998 1.3929 -0.4145
H 0.5027 2.7183 3.1405
H -0.8217 1.4435 3.3063
H -0.1450 0.4793 1.0932
H 1.9707 2.7755 1.1800
H 2.6120 1.8233 -0.9852
H 1.2400 0.5372 -0.7903
C -0.9122 -1.9939 -0.7091
O -0.2965 -0.8156 -0.4341
C -1.3384 -2.1064 -2.1863
H -1.8333 -2.1466 -0.0933
H -0.2622 -2.8767 -0.4969
H -1.8469 -3.0556 -2.4104
H -0.4462 -2.0131 -2.8060
H -2.0171 -1.2838 -2.4194
*
```

***

Entry 3:
# C4H6O2

An isolated molecule of C4H6O2 (wB97M-V/def2-TZVPD, OMol25).

Properties
orbital gap	10.369	eV
M	86.090	g mol⁻¹
HOMO	-10.0	eV
SMILES	CC(=O)CC=O

Geometry as ORCA input:
```
! wB97M-V def2-TZVPD RIJCOSX def2/J DEFGRID3
* xyz 0 1
C 0.3174 1.3610 -0.7142
C -0.6855 0.2417 -0.5419
O -1.4538 -0.0998 -1.4074
C -0.6158 -0.5429 0.7751
C 0.6145 -1.4030 0.6126
O 1.6712 -1.1517 1.1313
H 1.2608 1.1262 -0.2079
H -0.0871 2.2825 -0.2774
H 0.4864 1.5186 -1.7816
H -0.5109 0.1003 1.6572
H -1.5054 -1.1716 0.8433
H 0.5084 -2.2612 -0.0891
*
```

***

Entry 4:
# C5H7NO2

An isolated molecule of C5H7NO2 in a non-equilibrium geometry (wB97M-V/def2-TZVPD, OMol25).

Properties
orbital gap (alpha / beta)	6.742 / 6.873	eV
M	113.116	g mol⁻¹
<S²>	2.0077
HOMO (alpha / beta)	-6.1 / -9.5	eV

Geometry as ORCA input:
```
! wB97M-V def2-TZVPD RIJCOSX def2/J DEFGRID3
* xyz 0 3
C 0.4678 0.0019 0.1372
C -0.0672 0.0570 -1.2735
C 0.3793 1.2117 1.0148
C 1.1107 -0.2430 -2.2594
C -1.4147 -0.4110 2.0283
N -0.1558 0.1208 1.5715
O 0.7323 2.3347 1.1618
O -1.1652 0.2414 -1.7872
H 1.3374 -0.6390 0.4281
H 0.7370 -0.2257 -3.1762
H 1.8080 0.4478 -2.0142
H 1.4396 -1.2010 -2.1932
H -1.3013 -1.4039 2.0765
H -1.7333 0.1083 3.0689
H -2.1746 -0.4000 1.2166
*
```

***

Entry 5:
# C20H17F6N3O2

An isolated molecule of C20H17F6N3O2 in a non-equilibrium geometry (wB97M-V/def2-TZVPD, OMol25).

Properties
orbital gap	8.442	eV
M	445.363	g mol⁻¹
HOMO	-8.2	eV
SMILES	CCOc1c2ccc(C(=O)NCc3cc(C(F)(F)F)cc(C(F)(F)F)c3)cc2nn1C

Geometry as ORCA input:
```
! wB97M-V def2-TZVPD RIJCOSX def2/J DEFGRID3
* xyz 0 1
C 0.4490 0.0562 5.7748
C 1.8939 0.4971 5.9585
H 2.0447 0.9168 6.9555
H 2.5695 -0.3583 5.8253
O 2.2729 1.5561 5.0749
C 2.3537 1.2262 3.7641
N 3.5050 0.7628 3.2251
N 3.4228 0.5315 1.9221
C 2.1696 0.8491 1.5778
C 1.5646 0.7851 0.3146
C 0.2511 1.1770 0.2086
C -0.4782 1.6187 1.3423
C 0.0876 1.6956 2.5806
C 1.4310 1.3065 2.7170
H -0.4702 2.0420 3.4368
H -1.5105 1.8915 1.1855
C -0.4930 1.1265 -1.0780
O -1.6957 0.9624 -1.1488
N 0.2711 1.2679 -2.1960
H 1.2355 1.5400 -2.1122
C -0.3495 1.2855 -3.5043
C -1.2371 0.0817 -3.6852
C -0.7695 -1.1785 -3.3362
C -1.5851 -2.2909 -3.4796
C -2.8686 -2.1732 -3.9890
C -3.3237 -0.9111 -4.3454
C -2.5222 0.2092 -4.1948
H -2.9052 1.1824 -4.4607
C -4.7177 -0.7947 -4.9013
F -5.0561 0.4586 -5.2259
F -4.8683 -1.5284 -6.0208
F -5.6486 -1.2355 -4.0415
H -3.5040 -3.0386 -4.0980
C -1.0393 -3.6436 -3.1115
F -1.9920 -4.5520 -2.8765
F -0.2613 -3.6056 -2.0196
F -0.2686 -4.1504 -4.0963
H 0.2244 -1.2934 -2.9300
H 0.4419 1.2763 -4.2583
H -0.9483 2.1957 -3.6323
H 2.1338 0.4021 -0.5180
C 4.7416 0.5443 3.9212
H 4.8576 -0.5123 4.1730
H 5.5640 0.8394 3.2720
H 4.7454 1.1424 4.8314
H 0.2953 -0.3521 4.7781
H 0.2077 -0.7087 6.5077
H -0.2206 0.9009 5.9135
*
```

***

Entry 6:
# C11H12O

A 2-piece molecular cluster, C11H12O overall in a non-equilibrium geometry (wB97M-V/def2-TZVPD, OMol25).

Properties
orbital gap (alpha / beta)	7.584 / 7.699	eV
M	160.216	g mol⁻¹
HOMO (alpha / beta)	-8.0 / -7.2	eV

Geometry as ORCA input:
```
! wB97M-V def2-TZVPD RIJCOSX def2/J DEFGRID3
* xyz 0 1
C -2.8978 -1.0177 0.4234
C -2.4409 -1.2480 -0.8639
C -2.2392 -0.2032 1.3038
C -1.3657 -0.5396 -1.3663
C -1.0949 0.3878 0.8689
C -0.6827 0.3014 -0.4649
C 0.7778 3.0488 0.2561
C 1.2997 1.9804 -0.4658
C 2.5316 -2.0326 -0.0821
C 2.2032 -0.8427 0.5977
C 0.5751 0.8101 -0.9303
O 3.4980 -1.1048 0.3457
H -3.9169 -1.5066 0.8092
H -2.9346 -1.8380 -1.4556
H -2.5484 -0.0505 2.2508
H -1.2183 -0.7132 -2.3558
H -0.5470 0.9480 1.4575
H 1.3190 3.9099 0.6579
H -0.2873 3.3311 0.4983
H 2.4032 2.0830 -0.8246
H 2.6625 -3.0480 0.5162
H 2.2935 -2.0040 -1.0952
H 1.7497 -0.7643 1.6490
H 0.8602 0.1126 -1.7300
*
```

***

Energy? In order: -9878.4886, -8446.3439, -8339.6707, -10876.2132, -45887.3773, -13641.8982 eV.